[1]
The following is a DFT calculation (the ωB97M-V functional and the def2-TZVPD basis) of a structure of composition C46H48BBrCl3CrN5O6.

Properties
Molar mass = 1016.0 g/mol
HOMO-LUMO gap (spin up / spin down) = 4.5 / 4.4 eV
Energy above the lowest of the compared OMol25 structures with the same formula, charge and spin = 489.6 kJ/mol
Net charge = -1
2S+1 = 4

The geometry in XYZ format:
```
111
C46H48BBrCl3CrN5O6 (the ωB97M-V functional and the def2-TZVPD basis)
Br -6.502 4.629 -2.812
Cr 0.538 1.928 2.190
Cl -1.605 0.893 3.048
Cl 0.184 2.500 4.517
Cl 2.870 -2.821 4.533
O -0.798 3.342 1.704
O -2.609 3.953 2.850
O 4.536 2.491 2.861
O 2.379 2.861 2.414
O 5.837 0.637 3.839
O 5.470 -1.327 4.794
N 1.534 -0.850 3.295
N 1.129 2.147 0.191
N 1.702 0.411 2.810
N -0.798 -0.054 -1.815
N 1.016 -1.256 -1.064
C 0.344 -1.969 -2.060
C 4.549 -1.497 0.036
C 3.568 -0.457 -3.015
C -2.018 3.745 1.779
C 3.526 0.125 -1.594
C -0.226 -2.116 4.393
C 0.820 -4.660 1.559
C 1.216 -5.035 -0.869
C 4.750 1.017 -1.385
C -1.505 1.953 4.470
C -1.684 3.284 -3.080
C -4.101 4.391 0.606
C 2.693 -1.275 3.870
C -1.312 1.987 -3.130
C -1.424 -2.615 1.942
C -4.060 1.855 -1.662
C 0.541 1.124 0.141
C 2.214 -1.763 -0.473
C 5.067 -0.373 4.171
C -0.717 -1.262 -2.487
C -4.085 0.090 0.618
C 4.547 -2.685 0.748
C -4.014 3.235 -2.258
C -0.453 1.638 -4.349
C 0.978 1.184 -4.045
C -3.037 0.955 -1.537
C -1.179 0.678 -5.298
C 3.395 -3.444 0.787
C -2.757 3.946 0.475
C 1.026 -3.956 0.210
C 2.216 -3.006 0.189
C -5.093 4.565 -0.374
C -1.749 0.995 -2.151
C -5.070 4.101 -1.654
C -2.582 3.878 -2.052
C -1.956 -3.169 3.097
C 3.649 -0.298 3.716
C -2.063 3.706 -0.668
C 3.410 -1.032 -0.612
C -1.360 -2.908 4.323
C 3.354 2.136 2.735
C 2.973 0.730 3.045
C -4.229 -1.260 -1.505
C -0.286 -1.832 2.004
C 0.326 -1.600 3.227
C -3.377 -0.281 -0.692
B 0.258 -0.038 -0.864
H 0.137 -1.402 1.109
H -4.462 -2.162 -0.928
H -2.442 -0.782 -0.430
H 2.072 -5.666 -0.620
H -5.166 -0.782 -1.790
H -3.710 -1.553 -2.420
H -1.252 -0.325 -4.885
H -5.007 1.605 -1.197
H -0.203 -5.030 1.636
H -0.355 2.580 -4.897
H 2.654 0.764 -1.517
H 1.412 -4.600 -1.848
H -2.190 1.035 -5.495
H -1.746 1.398 5.370
H -1.406 3.939 -3.902
H 1.000 -3.990 2.397
H -5.152 0.252 0.461
H -1.031 3.403 -0.571
H 1.428 1.844 -3.300
H -2.685 4.952 -2.247
H -0.641 0.608 -6.248
H 2.675 -1.041 -3.237
H 5.471 -0.936 -0.032
H -4.174 3.194 -3.337
H 5.673 0.492 -1.637
H 0.118 -3.396 -0.016
H -4.382 4.648 1.618
H -1.435 -1.546 -3.236
H 5.328 1.415 3.417
H 0.229 -1.891 5.348
H 5.446 -3.020 1.252
H 0.716 -2.901 -2.445
H -1.893 -2.804 0.985
H 1.582 1.232 -4.956
H -5.989 5.086 -0.056
H 3.407 -4.400 1.296
H 1.013 0.162 -3.676
H -2.834 -3.799 3.044
H 3.636 0.351 -3.745
H -3.976 -0.705 1.365
H 4.669 1.884 -2.041
H 1.489 -5.517 1.661
H 4.824 1.386 -0.362
H 4.442 -1.104 -3.130
H -1.778 -3.317 5.233
H -3.675 1.013 1.026
H -2.131 2.820 4.242
H 0.326 -5.663 -0.940
```

Results of the Mulliken charge analysis, in e, for atoms 1 through 2:
1. Br -0.22
2. Cr -0.75

***

[2]
The following is a DFT calculation (the ωB97M-V functional and the def2-TZVPD basis) of a cluster of 2 separate species, C5H14N in total.

Properties
Molar mass = 88.2 g/mol
HOMO-LUMO gap = 10.1 eV
Energy above the lowest of the compared OMol25 structures with the same formula, charge and spin = 107.9 kJ/mol
Net charge = +1

The geometry in XYZ format:
```
20
C5H14N (the ωB97M-V functional and the def2-TZVPD basis)
N -1.618 0.398 -0.128
C 1.366 -0.487 1.052
C 0.907 -1.240 -1.438
C 1.198 -0.138 -0.438
C 1.341 1.147 -0.868
C -1.986 0.496 1.319
H -2.256 -0.516 1.712
H -1.092 1.196 -0.548
H 1.226 1.360 -1.933
H 0.827 -0.746 -2.439
H 1.478 1.988 -0.165
H 2.090 -1.303 1.174
H -0.905 -0.350 -0.310
H 1.740 -1.936 -1.472
H -1.152 0.967 1.867
H -0.040 -1.770 -1.175
H -2.821 1.217 1.398
H 0.395 -0.839 1.490
H 1.740 0.334 1.606
H -2.439 0.222 -0.704
```

Results of the Mulliken charge analysis, in e, for atoms 1 through 2:
1. N -0.10
2. C -0.94

***

[3]
The following is a DFT calculation (the ωB97M-V functional and the def2-TZVPD basis) of an isolated molecule of C6H12N2.

Properties
Molar mass = 112.2 g/mol
SMILES = C[C@H]1N=NCC1(C)C
HOMO-LUMO gap = 9.1 eV
Energy above the lowest of the compared OMol25 structures with the same formula, charge and spin = 217.6 kJ/mol

The geometry in XYZ format:
```
20
C6H12N2 (the ωB97M-V functional and the def2-TZVPD basis)
N -2.214 -0.522 0.237
N -1.718 -1.581 0.083
C 1.096 -0.186 1.564
C -0.347 -1.823 -0.015
C 1.325 0.076 -0.934
C -0.848 0.704 0.257
C -1.196 1.627 -0.892
C 0.363 -0.117 0.229
H -1.061 1.158 1.225
H -0.015 -2.498 0.772
H 2.099 -0.691 -0.917
H -0.099 -2.211 -1.001
H 0.819 0.022 -1.897
H 1.817 1.049 -0.870
H -1.203 1.095 -1.844
H 0.403 -0.373 2.385
H -0.485 2.452 -0.970
H 1.612 0.755 1.768
H 1.842 -0.983 1.562
H -2.190 2.047 -0.742
```

Results of the Mulliken charge analysis, in e, for atoms 1 through 2:
1. N -0.24
2. N -0.19

***

[4]
The following is a DFT calculation (the ωB97M-V functional and the def2-TZVPD basis) of a structure of composition C16H16F7MoN3O9Sb.

Properties
Molar mass = 745.0 g/mol
HOMO-LUMO gap (spin up / spin down) = 7.6 / 6.9 eV
Energy above the lowest of the compared OMol25 structures with the same formula, charge and spin = 79.5 kJ/mol
Net charge = +2
2S+1 = 2

The geometry in XYZ format:
```
53
C16H16F7MoN3O9Sb (the ωB97M-V functional and the def2-TZVPD basis)
Sb 1.622 3.367 -1.382
Mo 0.541 -0.694 0.294
F 1.740 -1.592 -0.777
F 0.024 2.974 -2.455
F 3.494 3.459 0.608
F 0.556 3.340 0.190
F 0.410 0.819 -0.785
F 1.409 5.218 -1.604
F -1.775 2.968 -6.134
O 2.065 0.542 0.750
O -0.927 -1.101 -0.832
O -0.072 -4.626 1.792
O -3.458 1.220 -7.414
O -3.828 -1.118 -3.504
O -0.578 -1.033 -3.049
O -0.184 -2.672 0.844
O 3.965 1.085 1.779
O -0.304 -0.100 1.710
N -2.539 0.768 -3.515
N -3.684 0.033 -5.469
N 1.912 -1.704 1.765
C 2.588 -3.627 2.977
C 3.960 -1.657 2.960
C 0.427 -3.454 1.577
C 3.010 -1.070 2.136
C -0.439 0.596 3.016
C 3.741 -2.954 3.387
C -1.153 -0.630 -2.094
C 1.697 -2.963 2.162
C -3.414 -0.209 -4.152
C -1.228 -0.306 3.933
C -2.295 1.976 -5.506
C -2.197 0.475 -2.123
C -1.071 1.933 2.721
C 3.085 0.302 1.542
C -1.993 1.781 -4.156
C -3.193 1.070 -6.261
H -2.233 -0.468 3.544
H 0.459 -5.197 2.368
H 4.842 -1.092 3.235
H 3.765 2.674 1.059
H 4.459 -3.452 4.025
H -1.308 2.439 -3.619
H -4.298 -0.636 -5.924
H -1.773 1.372 -1.671
H 2.415 -4.647 3.295
H -1.092 2.505 3.650
H -0.737 -1.268 4.079
H -3.094 0.165 -1.590
H -1.313 0.180 4.905
H -0.502 2.495 1.983
H 0.595 0.709 3.351
H -2.098 1.804 2.379
```

Results of the Mulliken charge analysis, in e, for atoms 1 through 2:
1. Sb 1.58
2. Mo 1.02